(1)
The following is a quantum chemistry calculation of a gas-phase ion, C6H13O (charge +1), from OMol25.

Calculated values
charge: +1
energy relative to the best compared isomer or geometry (same formula, charge and spin): 13.6 kcal/mol

CARTESIAN COORDINATES (ANGSTROEM)
C (-0.340, -1.461, -0.220)
C (1.138, -1.049, -0.036)
C (-1.214, -0.697, 0.788)
C (1.420, 0.316, -0.398)
C (2.198, 1.223, 0.399)
C (-2.166, 1.091, -0.473)
O (-1.253, 0.679, 0.523)
H (-0.676, -1.231, -1.231)
H (-0.439, -2.533, -0.058)
H (1.502, -1.307, 0.961)
H (1.678, -1.672, -0.764)
H (-2.219, -1.135, 0.775)
H (-0.804, -0.799, 1.797)
H (1.001, 0.674, -1.333)
H (1.637, 1.441, 1.321)
H (2.421, 2.160, -0.103)
H (3.112, 0.754, 0.783)
H (-1.980, 0.618, -1.443)
H (-3.193, 0.866, -0.171)
H (-2.048, 2.168, -0.571)

***

(2)
The following is a quantum chemistry calculation of 2 unconnected molecules or ions with the total composition C6H13O2 at a distorted geometry, from OMol25.

Calculated values
charge: -1
energy relative to the best compared isomer or geometry (same formula, charge and spin): 29.0 kcal/mol

CARTESIAN COORDINATES (ANGSTROEM)
C (1.945, -0.275, -0.936)
C (3.230, -0.536, -1.729)
C (1.765, -0.284, 0.588)
H (1.401, 0.651, -1.213)
H (1.207, -0.992, -1.376)
H (2.920, -1.144, -2.595)
H (3.932, -1.054, -1.060)
H (0.763, -0.556, 0.911)
H (2.612, -0.769, 1.093)
H (3.572, 0.487, -1.996)
H (1.752, 0.768, 0.997)
C (-2.734, 0.059, 0.411)
C (-2.357, 0.054, 1.875)
C (-2.349, 1.224, -0.513)
O (-1.121, 1.479, -0.667)
O (-3.294, 1.821, -1.066)
H (-2.495, -0.925, -0.019)
H (-3.871, 0.029, 0.369)
H (-2.756, 0.859, 2.536)
H (-1.302, -0.027, 2.112)
H (-2.820, -0.870, 2.279)

***

(3)
The following is a quantum chemistry calculation of 2 unconnected molecules or ions with the total composition C6H13O2, from OMol25.

Calculated values
charge: -1
energy relative to the best compared isomer or geometry (same formula, charge and spin): 51.5 kcal/mol

CARTESIAN COORDINATES (ANGSTROEM)
O (-2.650, -1.712, 0.210)
C (-2.083, -0.672, 0.467)
C (-2.114, 0.555, -0.387)
C (-2.251, 1.819, 0.452)
H (-1.485, -0.565, 1.387)
H (-2.885, 0.458, -1.149)
H (-1.104, 0.553, -0.812)
H (-3.174, 1.841, 1.037)
H (-2.221, 2.708, -0.176)
H (-1.412, 1.872, 1.144)
C (1.697, -0.706, 0.443)
O (0.590, -0.043, 0.044)
C (3.000, 0.071, 0.155)
C (3.157, 0.378, -1.334)
H (1.808, -1.712, -0.043)
H (1.716, -0.950, 1.535)
H (3.880, -0.473, 0.522)
H (2.923, 1.014, 0.706)
H (3.925, 1.137, -1.498)
H (2.189, 0.729, -1.695)
H (3.431, -0.519, -1.891)

***

(4)
The following is a quantum chemistry calculation of 2 unconnected molecules or ions with the total composition C6H13O2 at a distorted geometry, from OMol25.

Calculated values
charge: -1
energy relative to the best compared isomer or geometry (same formula, charge and spin): 61.5 kcal/mol

CARTESIAN COORDINATES (ANGSTROEM)
C (0.362, 1.458, 0.844)
O (-0.840, 1.896, 1.313)
C (0.403, 1.323, -0.699)
C (1.044, 0.048, -1.297)
C (0.788, -1.263, -0.527)
C (-1.403, -2.046, -1.574)
C (-0.680, -1.584, -0.567)
H (0.695, 0.527, 1.355)
H (1.172, 2.194, 1.097)
H (-0.643, 1.380, -1.026)
H (0.880, 2.196, -1.155)
H (0.612, -0.122, -2.279)
H (2.117, 0.227, -1.428)
H (1.391, -2.066, -0.953)
H (1.081, -1.163, 0.517)
H (-1.002, -2.544, -2.461)
H (-2.467, -2.250, -1.588)
H (-1.243, -1.141, 0.263)
H (-1.165, 1.322, 2.784)
H (-0.079, 0.724, 3.683)
O (-1.024, 0.885, 3.697)

***

(5)
The following is a quantum chemistry calculation of a single C6H13P molecule at a distorted geometry, from OMol25.

Calculated values
SMILES: C/C=C(/C)P(C)C
charge: 0
energy relative to the best compared isomer or geometry (same formula, charge and spin): 23.5 kcal/mol

CARTESIAN COORDINATES (ANGSTROEM)
C (1.863, -0.349, -0.051)
C (2.746, 0.864, 0.094)
C (0.502, -0.537, 0.063)
C (-0.105, -1.903, -0.205)
C (-1.258, 1.309, -1.063)
C (-2.155, 0.027, 1.346)
P (-0.608, 0.805, 0.684)
H (3.715, 0.565, -0.249)
H (2.306, -1.288, -0.252)
H (2.830, 1.210, 1.159)
H (2.460, 1.711, -0.474)
H (0.612, -2.629, -0.580)
H (-0.687, -2.161, 0.585)
H (-0.830, -1.728, -1.030)
H (-1.637, 2.317, -1.258)
H (-0.347, 1.219, -1.617)
H (-2.066, 0.797, -1.572)
H (-1.846, -0.849, 1.932)
H (-2.630, 0.804, 2.041)
H (-2.865, -0.182, 0.448)

***

(6)
The following is a quantum chemistry calculation of a molecular structure, C6H13P at a distorted geometry, from OMol25.

Calculated values
charge: 0
energy relative to the best compared isomer or geometry (same formula, charge and spin): 66.6 kcal/mol

CARTESIAN COORDINATES (ANGSTROEM)
C (0.090, -0.524, 0.798)
C (-0.664, 0.880, 0.739)
C (0.352, -0.127, -0.621)
C (-0.757, -1.708, 1.163)
C (1.614, 0.580, -1.091)
C (-0.531, -0.675, -1.822)
P (-0.028, 2.493, 1.084)
H (0.985, -0.454, 1.345)
H (-1.697, 0.823, 0.522)
H (-0.023, -2.552, 1.182)
H (-1.486, -1.917, 0.332)
H (-1.155, -1.659, 2.221)
H (2.468, 0.421, -0.464)
H (1.488, 1.678, -1.360)
H (1.972, 0.144, -1.927)
H (-1.419, -0.127, -1.761)
H (-0.784, -1.753, -1.864)
H (-0.028, -0.347, -2.624)
H (0.710, 1.943, 2.159)
H (-1.109, 2.880, 1.989)

***

(7)
The following is a quantum chemistry calculation of a molecular structure, C6H14AgF2N2O2 at a distorted geometry, from OMol25.

Calculated values
charge: -1
energy relative to the best compared isomer or geometry (same formula, charge and spin): 37.1 kcal/mol

CARTESIAN COORDINATES (ANGSTROEM)
Ag (-0.085, 1.482, -0.463)
F (1.065, 3.431, 0.173)
F (-2.640, 1.730, -0.171)
C (-0.001, -0.839, -3.184)
O (0.370, 0.003, -2.376)
N (-1.067, -0.803, -3.966)
C (-1.744, -1.992, -4.448)
C (-2.014, 0.311, -3.791)
H (0.566, -1.773, -3.319)
H (-1.944, -1.844, -5.509)
H (-2.635, -2.324, -3.915)
H (-1.028, -2.814, -4.415)
H (-1.545, 1.261, -3.535)
H (-2.639, 0.558, -4.649)
H (-2.556, 0.041, -2.884)
C (0.788, 0.977, 2.595)
O (0.875, 0.526, 1.386)
N (1.455, 0.547, 3.659)
C (2.392, -0.577, 3.566)
C (1.128, 0.814, 5.116)
H (-0.065, 1.541, 3.003)
H (2.065, -1.260, 2.782)
H (2.591, -1.146, 4.473)
H (3.445, -0.380, 3.363)
H (1.907, 0.302, 5.680)
H (1.108, 1.878, 5.354)
H (0.210, 0.349, 5.475)

***

(8)
The following is a quantum chemistry calculation of a molecular structure, C6H14BF3InN2O4S2 at a distorted geometry, from OMol25.

Calculated values
total energy: -1958.60115 Eh
charge: -1

CARTESIAN COORDINATES (ANGSTROEM)
C (2.366, 1.719, 1.382)
N (1.415, 1.986, 0.287)
C (1.346, 3.412, -0.059)
B (0.142, 1.316, 0.370)
O (-0.990, 2.090, 0.176)
In (0.013, -0.943, 0.751)
S (1.191, -1.665, 2.822)
C (-2.003, -1.774, 0.775)
C (-2.684, -1.505, -0.602)
C (-3.785, -0.505, -0.398)
N (-3.430, 0.846, -0.755)
O (-4.858, -0.754, 0.124)
S (1.087, -2.039, -1.340)
O (0.600, -3.380, -1.651)
O (0.966, -1.045, -2.411)
C (2.973, -2.251, -1.216)
F (3.395, -3.334, -1.882)
F (3.346, -2.387, 0.071)
F (3.612, -1.187, -1.714)
H (3.076, 0.933, 1.090)
H (2.942, 2.623, 1.590)
H (1.882, 1.376, 2.299)
H (0.829, 4.018, 0.695)
H (2.366, 3.798, -0.179)
H (0.845, 3.526, -1.023)
H (-1.739, 1.547, -0.125)
H (2.415, -1.149, 2.691)
H (-1.965, -2.853, 0.958)
H (-2.598, -1.357, 1.594)
H (-1.965, -1.094, -1.316)
H (-3.116, -2.424, -1.015)
H (-3.606, 0.999, -1.744)
H (-4.068, 1.455, -0.247)

***

(9)
The following is a quantum chemistry calculation of 3 unconnected molecules or ions with the total composition C6H14BNO2 at a distorted geometry, from OMol25.

Calculated values
SMILES: O=C1CCCCC1.[H][H].NB=O
charge: 0
energy relative to the best compared isomer or geometry (same formula, charge and spin): 60.7 kcal/mol

CARTESIAN COORDINATES (ANGSTROEM)
B (0.762, -2.361, 3.124)
C (0.010, 1.957, -1.804)
C (0.868, 1.377, -0.686)
C (-0.575, 0.595, -2.419)
C (0.060, 0.690, 0.397)
C (-1.545, -0.047, -1.411)
C (-1.166, -0.044, 0.054)
N (-0.511, -2.444, 2.611)
O (1.929, -2.390, 3.389)
O (-1.851, -0.724, 0.864)
H (-0.842, 2.473, -1.284)
H (0.529, 2.676, -2.415)
H (1.563, 0.628, -1.274)
H (1.570, 2.174, -0.266)
H (-1.171, 0.830, -3.345)
H (0.256, 0.027, -2.596)
H (0.592, -0.037, 0.980)
H (-0.148, 1.384, 1.156)
H (-2.470, 0.483, -1.539)
H (-1.695, -0.998, -1.821)
H (3.191, -1.055, 1.340)
H (-0.904, -1.786, 2.017)
H (-1.288, -2.808, 3.108)
H (2.837, -0.600, 1.820)

***

(10)
The following is a quantum chemistry calculation of a single C6H14BNO3 molecule at a distorted geometry, from OMol25.

Calculated values
SMILES: OB(O)ONC1CCCCC1
charge: 0
energy relative to the best compared isomer or geometry (same formula, charge and spin): 0.0 kcal/mol

CARTESIAN COORDINATES (ANGSTROEM)
B (-3.854, 0.121, -0.028)
C (2.442, 0.560, -0.165)
C (1.994, -0.882, 0.019)
C (1.331, 1.504, 0.325)
C (0.643, -1.160, -0.599)
C (0.047, 1.205, -0.467)
C (-0.427, -0.169, -0.094)
N (-1.651, -0.519, -0.794)
O (-3.913, -1.247, 0.271)
O (-4.789, 1.051, 0.320)
O (-2.691, 0.489, -0.613)
H (3.360, 0.815, 0.370)
H (2.746, 0.890, -1.135)
H (2.735, -1.520, -0.454)
H (1.753, -1.333, 1.039)
H (1.007, 1.376, 1.340)
H (1.760, 2.484, 0.167)
H (0.652, -1.005, -1.610)
H (0.247, -2.106, -0.398)
H (-0.579, 1.918, -0.105)
H (0.317, 1.156, -1.537)
H (-0.653, -0.204, 1.065)
H (-2.005, -1.487, -0.668)
H (-4.744, -1.612, 0.623)
H (-4.870, 0.955, 1.303)